An isolated molecule of C2H4N4O2 at a distorted geometry. Source: the OMol25 dataset; level of theory: ωB97M-V with the def2-TZVPD basis set.

Structure (ORCA input):
```
! wB97M-V def2-TZVPD RIJCOSX def2/J DEFGRID3
* xyz 0 1
C 1.4649 -0.7421 0.1820
C -0.6409 0.6733 0.4740
N 1.5598 0.7669 0.0048
N 0.5188 1.3257 0.1977
N 0.1418 -1.1929 0.2626
N -1.6149 0.6281 -0.6024
O -2.6833 1.0192 -0.2569
O -1.2892 0.1888 -1.6617
H 2.2577 -1.2289 -0.5322
H 1.7943 -0.7920 1.1956
H -1.2432 0.7301 1.3881
H -0.2658 -1.3762 -0.6518
*
```

Results
Molar mass in u: 116.1
Largest force on an atom in eV Å⁻¹: 4.9
LUMO in eV: -0.88
Total energy in hartree: -447.8765
Orbital gap in eV: 9.1

***

An isolated molecule of C2H4N4O2 at a distorted geometry. Source: the OMol25 dataset; level of theory: ωB97M-V with the def2-TZVPD basis set.

Structure (ORCA input):
```
! wB97M-V def2-TZVPD RIJCOSX def2/J DEFGRID3
* xyz 0 1
C 0.9561 0.2553 -0.2615
C -0.9824 1.0496 -0.3262
H 2.4787 -0.7860 0.3373
H 2.4257 0.9066 0.4872
H -2.5829 -0.5478 1.0512
H 0.3873 -1.6845 -0.5573
N 2.1806 0.1486 -0.0068
N 0.3457 1.2609 -0.1701
N -1.1735 -0.3887 -0.5645
N 0.0942 -0.9512 -0.0569
O -1.9003 1.8486 0.0273
O -2.2291 -1.1115 0.0402
*
```

Results
Molar mass in u: 116.1
Largest force on an atom in eV Å⁻¹: 9.9
LUMO in eV: 0.26
Total energy in hartree: -447.9607
Orbital gap in eV: 9.9
SMILES string: Nc1nc(=O)n(O)[nH]1

***

A structure of composition C2H4N4O2S at a distorted geometry. Source: the OMol25 dataset; level of theory: ωB97M-V with the def2-TZVPD basis set.

Structure (ORCA input):
```
! wB97M-V def2-TZVPD RIJCOSX def2/J DEFGRID3
* xyz 0 1
C -0.8022 1.2558 -0.6159
C 0.2657 1.5720 0.2060
N -0.9838 -0.0421 -0.6547
N 0.0369 -0.5679 -0.0079
N 0.7764 0.3751 0.5604
N 0.1437 -1.8762 0.2084
O 2.8708 -1.2411 -0.1956
O 3.3753 1.1558 -0.5871
S 3.1086 0.1417 0.3277
H -1.4844 1.9773 -1.1146
H 0.4899 2.4481 0.7150
H -0.0705 -2.3558 -0.6854
H 1.2434 -1.9670 0.4036
*
```

Results
Molar mass in u: 148.1
Largest force on an atom in eV Å⁻¹: 5.2
LUMO in eV: -0.33
Total energy in hartree: -846.2115
Orbital gap in eV: 9.0